1.
The following is a quantum chemistry calculation of C29H20CaCl2F5N5O5S2Se2 as an isolated structure, from OMol25.

Computed properties:
HOMO: -1.69 eV
relative energy (zero: lowest compared OMol25 entry of this formula, charge and spin): 36.0 kcal per mole
gap between HOMO and LUMO: 5.376 eV
charge: -2
calculated total energy: -9463.90655 Eh
LUMO energy: 3.686 eV

Each line ends with the Mulliken charge.
Geometry (Å):
Se -3.462 -1.891 2.780  -0.0934
Se -3.939 -0.358 1.138  0.0073
Ca -0.954 0.188 -0.841  1.5482
Cl -4.356 0.618 -5.290  -0.2582
Cl -2.212 2.524 -1.448  -0.5707
S -2.243 -0.991 -2.936  0.9376
S 2.444 3.610 -0.553  -0.4503
F 0.489 7.531 2.060  -0.3603
F 0.923 5.009 -2.733  -0.3955
F -0.747 8.565 -0.141  -0.3511
F -0.508 7.268 -2.534  -0.3477
F 1.846 5.233 1.920  -0.4860
O -0.856 -1.400 -2.854  -0.4963
O -3.111 -1.898 -3.629  -0.6834
O 1.391 -2.805 1.221  -0.8414
O -2.772 -0.557 -1.649  -0.5188
O -2.143 0.359 -3.869  0.0314
N 0.796 0.773 -2.022  -0.0320
N -1.981 -2.983 0.671  0.2794
N 0.705 -0.814 0.310  -0.2930
N 0.088 -0.090 3.024  -0.1201
N -1.598 1.233 1.132  0.6989
C -0.052 7.408 -0.231  0.5928
C -1.354 -5.262 0.361  -0.9028
C 0.293 -1.354 2.682  0.5880
C 1.531 -0.332 -2.005  1.0629
C 1.480 1.189 -4.267  -0.8893
C -1.373 3.385 2.128  -0.6475
C -1.405 -3.942 -0.054  -0.0573
C 1.280 5.696 0.790  0.0208
C 0.809 -1.699 1.299  -0.2388
C -2.532 -3.309 1.822  0.2829
C 2.309 -0.715 -3.096  -0.7029
C -3.443 2.211 2.289  -0.5871
C -2.694 3.345 2.550  -0.5129
C 1.526 -1.230 -0.804  -0.9423
C -1.940 -5.597 1.566  -0.2729
C 0.570 6.873 0.882  0.3328
C -3.294 1.141 -3.941  -0.3656
C 0.070 6.740 -1.438  0.1578
C 0.778 1.518 -3.124  -0.5538
C 0.170 -2.393 3.612  -0.5053
C -0.284 0.180 4.269  -0.1823
C 0.803 5.577 -1.525  0.0368
C -0.198 -2.104 4.911  -0.4418
C 1.463 4.990 -0.420  0.3270
C -0.451 -0.781 5.251  -0.6788
C -0.868 2.316 1.409  -0.3030
C 2.259 0.037 -4.251  -0.5505
C -2.550 -4.609 2.316  -0.8558
C -2.839 1.177 1.583  -0.3118
H -0.745 4.240 2.340  0.3791
H 0.151 2.313 1.033  0.3083
H 1.424 1.811 -5.149  0.4231
H -3.135 4.181 3.079  0.4078
H -3.037 -4.829 3.257  0.3774
H 2.917 -1.608 -3.020  0.4934
H -0.446 1.233 4.487  0.4218
H 0.380 -3.401 3.284  0.4929
H -0.994 -3.635 -1.003  0.3509
H -3.006 2.166 -4.138  0.3204
H -0.746 -0.498 6.254  0.3929
H 0.178 2.419 -3.077  0.4876
H -1.942 -6.626 1.907  0.3623
H -3.886 1.077 -3.033  0.2120
H -0.291 -2.894 5.647  0.3938
H 2.816 -0.272 -5.127  0.3697
H 1.227 -2.236 -1.140  0.2658
H -0.860 -6.003 -0.252  0.4082
H 2.567 -1.329 -0.460  0.5737
H -4.473 2.110 2.599  0.4549



2.
The following is a quantum chemistry calculation of C29H20N3O2PdS as an isolated structure, from OMol25.

Computed properties:
HOMO (alpha / beta): -1.22 / -4.51 eV
relative energy (zero: lowest compared OMol25 entry of this formula, charge and spin): 0.2 kcal per mole
gap between HOMO and LUMO (alpha / beta): 3.595 / 5.134 eV
charge: -1
expectation value of S²: 2.056
calculated total energy: -1957.97162 Eh
spin multiplicity: 3
LUMO energy (alpha / beta): 2.373 / 0.627 eV

Each line ends with the Mulliken spin population.
Geometry (Å):
Pd -0.152 -1.032 0.026  0.0125
S -1.702 -5.103 0.923  0.0001
O 2.599 0.042 1.173  0.1520
O 0.158 1.125 -2.615  0.1575
N -1.438 0.383 0.537  0.5173
N 1.178 0.362 -0.656  -0.0121
N 1.129 -2.605 -0.398  0.0003
C 2.651 -4.857 -0.833  0.0012
C -2.951 -4.040 1.418  0.0026
C -3.342 0.792 -2.563  -0.0760
C 2.329 1.927 -1.825  0.1863
C -3.778 2.109 -2.454  0.1485
C -1.464 0.848 1.847  -0.0768
C 2.811 2.873 -2.733  -0.0639
C 2.332 0.619 0.079  0.1533
C -3.419 2.864 -1.343  -0.0769
C 1.373 -4.971 -0.314  -0.0018
C -2.645 1.322 2.441  0.1262
C 3.084 1.597 -0.657  0.1284
C -0.293 1.220 3.913  -0.0622
C 0.626 -3.820 -0.100  -0.0004
C 1.111 1.144 -1.803  0.1209
C -1.458 1.706 4.497  0.1165
C 4.027 3.479 -2.487  0.1075
C 4.781 3.151 -1.323  0.0575
C -0.287 0.774 2.605  0.1254
C -2.617 -2.731 1.233  0.0035
C -2.662 2.302 -0.334  0.1638
C 2.360 -2.495 -0.888  0.0015
C -1.315 -2.548 0.672  0.0113
C -2.637 1.741 3.759  -0.0640
C -0.717 -3.760 0.458  0.0165
C 4.317 2.224 -0.416  -0.0162
C -2.566 0.228 -1.574  0.1308
C 3.157 -3.603 -1.123  -0.0003
C -2.240 0.965 -0.426  -0.0500
H 5.733 3.643 -1.154  0.0082
H -2.328 2.908 0.498  0.0031
H 3.251 -5.742 -1.005  0.0001
H 4.889 1.975 0.471  0.0091
H -3.866 -4.445 1.823  0.0007
H -2.193 -0.781 -1.668  0.0030
H -3.284 -1.921 1.501  -0.0038
H -1.451 2.051 5.523  0.0079
H 0.628 0.384 2.159  0.0048
H 2.701 -1.490 -1.091  0.0038
H 2.230 3.120 -3.615  0.0060
H -3.567 1.316 1.873  -0.0011
H 4.417 4.216 -3.181  0.0137
H -3.709 3.905 -1.273  -0.0017
H 0.626 1.179 4.484  -0.0007
H 4.153 -3.469 -1.521  0.0005
H 0.944 -5.933 -0.066  -0.0001
H -4.370 2.553 -3.244  0.0101
H -3.558 2.085 4.214  -0.0018
H -3.583 0.212 -3.444  -0.0025



3.
The following is a quantum chemistry calculation of C29H21Br4F6FeN3O4P as an isolated structure, from OMol25.

Computed properties:
HOMO (alpha / beta): -2.35 / -2.30 eV
gap between HOMO and LUMO (alpha / beta): 6.283 / 6.239 eV
charge: -2
expectation value of S²: 0.761
calculated total energy: -14083.74654 Eh
spin multiplicity: 2
LUMO energy (alpha / beta): 3.935 / 3.935 eV

Each line ends with the Mulliken spin population.
Geometry (Å):
Br 0.974 -4.688 -3.872  0.0003
Br 1.336 -5.938 -0.828  -0.0003
Br 0.913 -3.933 1.816  0.0000
Br 0.185 -1.444 -4.213  -0.0002
Fe -0.133 0.630 0.242  1.0427
P -0.748 4.237 -0.242  -0.0010
F 0.789 4.369 0.211  0.0001
F -0.490 2.576 -0.451  -0.0227
F -0.320 4.430 -1.780  -0.0001
F -0.982 5.820 -0.060  0.0000
F -1.170 3.955 1.288  0.0001
F -2.277 4.021 -0.691  -0.0001
O -3.603 0.569 2.343  0.0109
O 3.243 1.975 2.043  0.0117
O -0.061 -0.148 -1.482  -0.0173
O 0.238 -1.104 0.876  0.0021
N -0.216 1.410 2.008  -0.0390
N -2.035 0.288 0.648  0.0074
N 1.778 1.054 0.490  0.0016
C 0.241 -1.411 -1.414  -0.0006
C 3.539 -0.602 0.134  0.0030
C 0.885 -4.115 -1.077  -0.0060
C -0.284 2.294 4.532  -0.0016
C 0.718 -3.287 0.046  0.0120
C -2.836 1.019 -2.023  -0.0002
C 3.811 0.282 -2.495  0.0017
C 0.733 -3.595 -2.346  0.0052
C 4.407 -1.240 -0.747  0.0009
C 2.127 1.652 1.639  0.0033
C -1.382 1.368 2.642  0.0024
C -3.824 -2.796 -0.343  0.0011
C -2.820 -2.219 1.870  0.0042
C -1.455 1.821 3.946  0.0023
C -3.191 -0.304 -1.419  -0.0058
C 2.931 0.947 -1.651  -0.0064
C 3.420 -1.104 1.544  0.0050
C -2.489 0.712 1.838  0.0060
C 2.785 0.489 -0.333  -0.0096
C 0.406 -1.948 -0.108  -0.0079
C 0.922 1.848 2.536  0.0037
C 0.922 2.317 3.837  0.0027
C 2.148 2.122 -2.156  -0.0007
C 4.539 -0.812 -2.057  -0.0027
C -3.156 -1.870 0.450  0.0002
C -2.828 -0.621 -0.100  -0.0077
C 0.410 -2.238 -2.514  0.0000
C -3.860 -1.259 -2.176  0.0022
C -4.170 -2.502 -1.651  -0.0022
H -2.402 1.777 4.463  0.0001
H 2.530 2.434 -3.129  -0.0003
H -3.072 1.844 -1.353  0.0006
H -1.769 1.072 -2.231  0.0003
H 4.964 -2.102 -0.396  0.0003
H -4.058 -3.768 0.077  0.0002
H 3.904 0.622 -3.520  0.0001
H -3.375 1.160 -2.961  -0.0006
H -2.831 -3.301 2.005  0.0000
H 1.096 1.868 -2.268  0.0015
H 2.205 2.964 -1.466  0.0002
H 1.850 2.663 4.267  0.0001
H 2.378 -1.116 1.866  -0.0015
H 3.973 -0.454 2.224  -0.0001
H -1.831 -1.849 2.141  -0.0013
H 3.814 -2.118 1.619  -0.0001
H 5.197 -1.339 -2.739  -0.0001
H -0.310 2.642 5.558  0.0000
H -4.671 -3.243 -2.263  -0.0001
H -4.120 -1.020 -3.201  0.0000
H -3.543 -1.766 2.553  -0.0001



4.
The following is a quantum chemistry calculation of C29H21BrF3N3O4SbV as an isolated structure, from OMol25.

Computed properties:
HOMO (alpha / beta): -7.03 / -8.01 eV
relative energy (zero: lowest compared OMol25 entry of this formula, charge and spin): 0.0 kcal per mole
gap between HOMO and LUMO (alpha / beta): 7.237 / 8.194 eV
charge: 0
expectation value of S²: 2.027
calculated total energy: -5640.70851 Eh
spin multiplicity: 3
LUMO energy (alpha / beta): 0.203 / 0.187 eV

Each line ends with the Mulliken spin population.
Geometry (Å):
Sb -0.626 1.090 0.820  0.0371
Br 1.511 -3.736 3.009  0.0429
V 0.311 -1.866 1.227  2.0638
F 1.541 4.156 -4.189  0.0000
F -2.071 6.296 3.943  0.0000
F -6.012 -0.924 -1.583  0.0000
O 0.462 -1.842 -0.843  -0.0381
O -0.817 -1.586 2.382  -0.1828
O 2.223 -1.218 0.736  0.0054
O -1.166 -7.984 1.679  0.0000
N 2.431 -1.113 -0.555  0.0030
N -0.331 -4.008 1.084  0.0055
N 1.541 -1.434 -1.404  0.0411
C -2.473 3.492 1.712  -0.0014
C 1.056 3.494 -3.116  0.0003
C -3.667 0.461 0.783  -0.0034
C -0.583 4.543 3.466  0.0011
C 1.421 2.164 -1.187  0.0037
C -0.910 -6.681 1.456  0.0015
C -0.309 3.505 -2.894  0.0000
C 0.256 -4.721 2.037  0.0099
C 5.188 -0.036 -2.779  -0.0008
C 6.154 0.304 -1.840  0.0016
C -1.524 -5.955 0.435  0.0083
C 3.951 -0.514 -2.377  0.0026
C -0.327 3.372 2.767  -0.0003
C 3.712 -0.645 -1.016  -0.0053
C 4.655 -0.313 -0.060  0.0020
C -2.757 4.661 2.405  0.0002
C -2.505 0.514 0.019  -0.0070
C 5.887 0.165 -0.488  -0.0011
C 1.941 2.842 -2.284  0.0001
C -4.858 -0.017 0.251  0.0007
C -2.549 0.042 -1.295  0.0119
C -1.802 5.161 3.266  -0.0001
C 0.014 -6.057 2.282  -0.0005
C -4.859 -0.455 -1.057  0.0010
C -1.261 2.832 1.881  0.0137
C 0.055 2.133 -0.929  -0.0042
C -0.799 2.821 -1.791  -0.0001
C -3.727 -0.444 -1.847  0.0020
C -1.202 -4.627 0.282  -0.0041
H -1.819 -8.311 1.052  -0.0001
H 3.183 -0.772 -3.088  0.0002
H -3.215 3.105 1.023  0.0001
H -1.656 0.046 -1.904  -0.0025
H -2.241 -6.422 -0.228  -0.0001
H -1.868 2.823 -1.610  -0.0001
H 5.397 0.076 -3.835  -0.0001
H 7.115 0.679 -2.168  0.0001
H 0.129 4.975 4.155  0.0000
H 4.413 -0.430 0.985  -0.0006
H 0.514 -6.599 3.069  -0.0045
H -0.954 4.043 -3.575  -0.0001
H -3.694 5.188 2.285  0.0000
H -5.769 -0.063 0.830  -0.0001
H 0.623 2.873 2.927  -0.0021
H -3.655 0.776 1.820  0.0006
H 3.002 2.868 -2.493  0.0000
H -1.648 -4.020 -0.494  0.0000
H -3.782 -0.806 -2.865  0.0000
H 2.113 1.665 -0.518  -0.0011
H 6.639 0.431 0.243  0.0000



M values, unit g/mol, following the record order: 946.5, 581.0, 995.9, 785.1.
Largest force on an atom values, unit Eh/bohr, following the record order: 0.0508, 0.0113, 0.0350, 0.0295.